{"formula": "C50H72O14", "method": "ωB97M-V/def2-TZVPD", "species": ["C", "C", "C", "C", "C", "H", "H", "C", "O", "H", "H", "C", "C", "H", "H", "H", "C", "C", "H", "H", "C", "O", "C", "C", "C", "C", "H", "H", "C", "C", "H", "H", "H", "O", "C", "C", "C", "O", "C", "H", "C", "C", "H", "H", "H", "H", "C", "H", "C", "O", "C", "C", "H", "H", "C", "C", "C", "C", "C", "O", "O", "H", "C", "H", "H", "H", "O", "C", "C", "H", "H", "H", "C", "H", "C", "O", "C", "H", "C", "C", "H", "H", "C", "C", "H", "H", "H", "O", "C", "C", "H", "H", "H", "C", "H", "H", "C", "O", "C", "C", "H", "C", "H", "O", "H", "H", "H", "H", "H", "H", "H", "H", "H", "H", "H", "H", "H", "H", "H", "H", "H", "H", "H", "H", "O", "H", "H", "H", "H", "C", "H", "O", "H", "H", "H", "H"], "xyz": [[-7.979, -1.295, -3.827], [-8.104, -1.756, -2.592], [-6.943, -1.900, -1.652], [-6.857, -0.745, -0.645], [-6.553, 0.592, -1.315], [-7.340, 0.853, -2.023], [-5.605, 0.517, -1.854], [-6.425, 1.690, -0.253], [-6.082, 2.925, -0.824], [-5.144, 2.870, -1.052], [-7.391, 1.842, 0.242], [-5.369, 1.271, 0.802], [-5.360, 2.282, 1.953], [-5.317, 3.286, 1.538], [-6.264, 2.186, 2.549], [-4.489, 2.118, 2.580], [-5.688, -0.142, 1.317], [-4.585, -0.660, 2.240], [-4.710, -0.252, 3.242], [-4.680, -1.745, 2.285], [-3.187, -0.269, 1.745], [-2.676, 0.717, 2.613], [-1.353, 1.113, 2.309], [-0.927, 2.040, 3.408], [0.298, 2.486, 3.641], [1.501, 2.222, 2.796], [2.399, 2.190, 3.414], [1.403, 1.269, 2.279], [1.704, 3.305, 1.713], [1.971, 4.662, 2.380], [2.067, 5.459, 1.648], [1.154, 4.909, 3.051], [2.894, 4.603, 2.952], [2.823, 2.863, 0.961], [3.163, 3.631, -0.176], [4.361, 2.929, -0.814], [3.924, 1.575, -1.373], [5.012, 0.990, -2.065], [5.262, -0.382, -1.852], [5.876, -0.668, -2.718], [6.093, -0.612, -0.573], [7.319, 0.302, -0.590], [7.836, 0.268, 0.366], [8.010, -0.011, -1.371], [7.018, 1.325, -0.794], [5.475, -0.362, 0.294], [6.564, -2.063, -0.435], [7.297, -2.093, 0.374], [5.471, -3.084, -0.105], [4.640, -2.550, 0.904], [3.730, -3.494, 1.416], [3.032, -2.854, 2.609], [3.775, -2.507, 3.328], [2.384, -3.579, 3.104], [2.216, -1.652, 2.129], [1.264, -2.035, 0.982], [0.002, -2.678, 1.515], [-0.323, -2.523, 2.801], [0.419, -1.637, 3.712], [0.023, -1.341, 4.809], [1.547, -1.067, 3.235], [-1.225, -2.947, 3.218], [-0.883, -3.357, 0.521], [-1.400, -4.203, 0.966], [-0.306, -3.679, -0.342], [-1.637, -2.649, 0.174], [1.902, -2.788, -0.030], [2.700, -3.907, 0.348], [1.854, -5.088, 0.849], [2.507, -5.881, 1.206], [1.247, -5.478, 0.036], [1.197, -4.791, 1.661], [3.432, -4.361, -0.929], [3.736, -5.398, -0.782], [4.685, -3.555, -1.345], [4.417, -2.573, -2.311], [4.002, -1.276, -1.887], [3.540, -1.335, -0.898], [2.959, -0.817, -2.914], [2.054, 0.337, -2.488], [1.251, 0.442, -3.220], [1.590, 0.109, -1.526], [2.732, 1.712, -2.346], [3.192, 2.217, -3.723], [2.339, 2.643, -4.246], [3.975, 2.963, -3.638], [3.591, 1.397, -4.310], [1.697, 2.535, -1.813], [2.006, 3.767, -1.187], [2.320, 4.880, -2.205], [2.361, 5.843, -1.703], [1.532, 4.909, -2.953], [3.267, 4.718, -2.707], [0.713, 4.175, -0.456], [0.759, 5.235, -0.206], [-0.117, 4.013, -1.144], [0.441, 3.376, 0.823], [-0.004, 2.074, 0.493], [-1.308, 1.738, 0.888], [-1.843, 0.718, -0.121], [-1.154, -0.127, -0.170], [-3.231, 0.234, 0.294], [-3.549, -0.605, -0.346], [-4.111, 1.325, 0.122], [-1.886, 1.182, -1.107], [-1.967, 2.618, 0.883], [-0.342, 3.896, 1.391], [2.324, -1.684, -3.105], [3.478, -0.585, -3.845], [5.338, -4.250, -1.892], [2.724, -4.323, -1.758], [0.958, -1.115, 0.455], [2.911, -0.881, 1.779], [4.283, -4.395, 1.738], [5.957, -3.992, 0.304], [7.058, -2.378, -1.356], [3.608, 0.961, -0.524], [4.793, 3.541, -1.604], [5.121, 2.769, -0.049], [3.467, 4.645, 0.135], [0.456, 3.123, 4.501], [-1.740, 2.304, 4.068], [-0.697, 0.225, 2.294], [-2.515, -1.143, 1.776], [-5.829, -1.079, 0.269], [-6.642, -0.088, 1.870], [-7.809, -0.660, -0.092], [-6.003, -1.940, -2.205], [-7.053, -2.824, -1.081], [-9.434, -2.220, -2.049], [-9.671, -1.686, -1.125], [-9.418, -3.587, -1.692], [-9.194, -4.105, -2.473], [-10.231, -2.022, -2.780], [-7.029, -0.978, -4.220], [-8.824, -1.203, -4.489]], "nbo_charge": [-0.388, -0.006, -0.451, 0.117, -0.464, 0.230, 0.209, 0.097, -0.714, 0.477, 0.176, 0.249, -0.655, 0.231, 0.207, 0.238, 0.080, -0.433, 0.238, 0.229, 0.081, -0.545, 0.005, -0.137, -0.194, -0.462, 0.222, 0.233, 0.290, -0.657, 0.207, 0.222, 0.221, -0.556, 0.071, -0.425, 0.074, -0.553, 0.101, 0.191, -0.239, -0.605, 0.205, 0.199, 0.223, 0.212, -0.405, 0.214, 0.087, -0.557, 0.081, -0.441, 0.237, 0.217, 0.073, 0.054, 0.100, -0.375, 0.760, -0.551, -0.503, 0.233, -0.675, 0.231, 0.238, 0.233, -0.556, 0.259, -0.644, 0.219, 0.220, 0.219, -0.442, 0.213, 0.093, -0.546, 0.055, 0.199, -0.409, -0.401, 0.214, 0.210, 0.274, -0.647, 0.217, 0.206, 0.218, -0.561, 0.270, -0.642, 0.209, 0.221, 0.211, -0.429, 0.208, 0.230, 0.077, -0.552, 0.151, -0.431, 0.203, 0.076, 0.194, -0.586, 0.227, 0.177, 0.194, 0.223, 0.203, 0.194, 0.236, 0.216, 0.221, 0.180, 0.174, 0.213, 0.193, 0.213, 0.225, 0.177, 0.203, 0.212, 0.169, 0.180, -0.550, 0.185, 0.160, 0.213, 0.237, -0.097, 0.183, -0.713, 0.467, 0.167, 0.198, 0.197], "max_force_ev_per_a": 0.82, "energy_ha": -3001.80871}

---

{"formula": "C8H11NSe", "method": "ωB97M-V/def2-TZVPD", "species": ["C", "C", "C", "C", "C", "C", "C", "C", "N", "Se", "H", "H", "H", "H", "H", "H", "H", "H", "H", "H", "H"], "xyz": [[-2.448, 0.198, -0.106], [-2.291, -0.739, 0.832], [-1.933, 0.134, -1.472], [2.364, 0.807, -2.106], [2.442, 0.909, -0.793], [-1.510, -2.016, 0.642], [-0.371, -2.155, -0.273], [1.406, 0.347, 0.122], [-0.980, -0.567, -1.893], [1.390, -1.808, 0.199], [-2.792, 1.246, -0.018], [-2.920, -0.560, 1.659], [-2.283, 0.782, -2.285], [3.106, 1.175, -2.792], [1.371, 0.636, -2.559], [3.294, 1.350, -0.307], [-1.195, -2.298, 1.681], [-2.310, -2.725, 0.251], [-0.402, -2.979, -1.029], [1.397, 0.842, 1.097], [0.263, 0.535, -0.247]], "nbo_charge": [-0.282, -0.118, -0.042, -0.348, -0.245, -0.555, -0.260, -0.525, -0.359, 0.302, 0.222, 0.219, 0.198, 0.197, 0.213, 0.200, 0.241, 0.240, 0.236, 0.216, 0.249], "max_force_ev_per_a": 3.70, "energy_ha": -2767.39354}

---

{"formula": "C4H10NO2S", "method": "ωB97M-V/def2-TZVPD", "species": ["O", "C", "O", "C", "N", "C", "C", "S", "H", "H", "H", "H", "H", "H", "H", "H", "H", "H"], "xyz": [[-1.130, -0.522, -1.278], [-1.291, -0.276, 0.056], [-2.342, -1.029, 0.474], [0.166, -1.170, 0.850], [1.295, -0.673, 0.031], [1.392, 0.811, 0.107], [0.341, 1.640, -0.483], [-1.245, 1.409, 0.489], [-1.922, -1.020, -1.651], [-3.121, -0.506, 0.611], [0.378, -0.921, 1.936], [-0.060, -2.276, 0.843], [0.848, -0.738, -0.952], [2.154, -1.070, 0.182], [2.435, 0.971, -0.460], [1.521, 1.191, 1.083], [0.503, 2.664, -0.318], [0.078, 1.517, -1.521]], "nbo_charge": [-0.771, 0.402, -0.703, -0.316, -0.526, -0.249, -0.524, 0.252, 0.537, 0.501, 0.230, 0.253, 0.472, 0.436, 0.237, 0.244, 0.268, 0.257], "total_charge": 1, "smiles": "OC1(O)C[NH2+]CCS1", "max_force_ev_per_a": 6.23, "energy_ha": -761.51870}